1.
The following is a quantum chemistry calculation of an isolated molecule of C4H7NOS in a non-equilibrium geometry, from the Open Molecules 2025 dataset.

## Properties
- LUMO energy (eV) = 0.4
- SMILES string = C=C/C(=N\S)OC
- ΔE to the lowest compared entry with this formula, charge and spin (kcal/mol) = 90.75
- charge = 0
- E_tot (eV) = -18630.6145

Each line ends with the Löwdin charge.
Geometry (Å):
C (-1.358, -1.895, -0.742)  0.00
C (-0.081, -1.691, -0.165)  -0.08
C (0.216, -0.346, 0.433)  -0.54
N (0.068, 0.868, 0.008)  -0.39
S (-0.491, 1.092, -1.521)  0.78
O (1.066, -0.542, 1.473)  -0.06
C (1.006, 0.842, 2.055)  -0.10
H (-1.753, -2.924, -1.185)  0.10
H (-2.030, -1.050, -0.868)  0.02
H (0.514, -2.696, 0.007)  0.14
H (-0.008, 2.289, -1.546)  -0.17
H (1.772, 1.515, 1.535)  0.10
H (0.070, 1.451, 2.026)  0.10
H (1.587, 0.744, 3.041)  0.10

=====

2.
The following is a quantum chemistry calculation of a cluster of 2 separate species, C5H10O2 in total in a non-equilibrium geometry, from the Open Molecules 2025 dataset.

## Properties
- LUMO energy (eV) = 0.7
- SMILES string = C/C=C/C=C/O.O
- ΔE to the lowest compared entry with this formula, charge and spin (kcal/mol) = 61.93
- charge = 0
- E_tot (eV) = -9440.3573

Each line ends with the Löwdin charge.
Geometry (Å):
C (-1.572, -0.309, 2.192)  -0.11
C (-0.808, -0.271, 0.930)  -0.18
C (0.527, -0.307, 0.784)  -0.15
C (1.180, -0.205, -0.514)  -0.13
C (1.189, -1.288, -1.313)  -0.19
O (1.764, -1.372, -2.537)  0.01
H (-2.534, 0.152, 1.970)  0.07
H (-1.746, -1.352, 2.490)  0.08
H (-1.128, 0.264, 2.999)  0.07
H (-1.320, -0.372, -0.029)  0.11
H (1.112, -0.312, 1.707)  0.11
H (1.545, 0.712, -0.942)  0.08
H (0.799, -2.238, -0.970)  0.13
H (2.123, -0.511, -2.784)  0.10
O (-0.556, 2.178, -1.353)  -0.03
H (-0.963, 3.012, -1.203)  0.02
H (0.387, 2.220, -1.427)  0.01

=====

3.
The following is a quantum chemistry calculation of the ion C4H9N2S with charge +1 in a non-equilibrium geometry, from the Open Molecules 2025 dataset.

## Properties
- spin multiplicity = 3
- LUMO energy (spin up / spin down) (eV) = -3.9 / -7.0
- ΔE to the lowest compared entry with this formula, charge and spin (kcal/mol) = 47.91
- charge = +1
- E_tot (eV) = -18096.9296

Each line ends with the Löwdin charge.
Geometry (Å):
C (0.041, -0.941, 0.953)  -0.47
C (1.189, -0.052, 0.438)  -0.40
C (-0.153, 0.692, -1.765)  -0.31
C (0.363, -1.416, 2.330)  -0.04
N (-0.931, -1.431, 0.273)  0.17
N (-1.143, 1.708, -2.340)  0.09
S (0.566, 1.363, -0.458)  0.97
H (1.870, 0.436, 1.158)  0.09
H (1.792, -0.731, -0.308)  0.15
H (-0.891, -1.083, -0.685)  0.01
H (-0.435, -1.894, 2.707)  0.04
H (0.744, -0.512, 2.966)  0.13
H (1.195, -2.151, 2.421)  0.11
H (-0.709, 2.318, -3.131)  0.21
H (-1.562, 2.345, -1.738)  0.11
H (-1.935, 1.349, -2.820)  0.14

=====

4.
The following is a quantum chemistry calculation of a structure of composition C18H22IN3Pd in a non-equilibrium geometry, from the Open Molecules 2025 dataset.

## Properties
- spin multiplicity = 5
- LUMO energy (spin up / spin down) (eV) = -6.7 / -9.7
- charge = +2
- E_tot (eV) = -35052.6829

Each line ends with the Löwdin charge.
Geometry (Å):
C (-3.277, -0.957, -0.144)  -0.25
C (-2.679, -0.529, 1.472)  -0.20
H (-4.139, -0.303, -0.138)  0.09
H (-3.516, -2.006, -0.117)  0.05
H (-2.806, -0.673, -1.107)  0.00
H (-1.815, 0.128, 1.682)  0.02
H (-3.490, 0.145, 1.718)  0.10
H (-2.677, -1.420, 2.074)  0.05
C (-0.996, 0.489, -2.954)  -0.14
C (-0.486, 1.259, -3.998)  -0.01
C (0.168, 2.455, -3.699)  0.00
C (0.323, 2.815, -2.366)  0.03
H (-1.510, -0.454, -3.148)  0.06
H (-0.615, 0.906, -5.017)  0.13
H (0.557, 3.095, -4.488)  0.13
H (0.825, 3.733, -2.075)  0.12
N (-0.826, 0.828, -1.668)  0.01
C (-0.137, 1.956, -1.350)  -0.20
C (0.255, 2.125, 0.060)  -0.20
N (-0.153, 1.160, 0.918)  0.01
C (0.321, 1.110, 2.173)  -0.09
C (1.660, 3.071, 1.788)  0.00
C (1.253, 2.037, 2.635)  0.00
H (-0.043, 0.310, 2.820)  0.13
H (1.628, 1.927, 3.649)  0.13
C (1.149, 3.123, 0.495)  0.03
H (1.437, 3.901, -0.206)  0.12
H (2.370, 3.822, 2.128)  0.13
Pd (-1.407, -0.511, 0.021)  0.91
I (-0.989, -3.026, -1.666)  0.67
C (2.199, -0.411, -1.069)  0.01
C (1.810, -1.299, 0.033)  -0.30
C (2.703, -2.198, 0.679)  0.04
C (1.937, -2.970, 1.558)  0.04
C (0.596, -2.516, 1.435)  -0.34
C (-0.579, -3.131, 2.049)  -0.03
N (0.557, -1.477, 0.558)  -0.04
H (1.576, -0.562, -1.958)  0.08
H (3.237, -0.652, -1.336)  0.11
H (2.183, 0.644, -0.770)  0.09
H (3.760, -2.247, 0.467)  0.13
H (2.239, -3.778, 2.207)  0.13
H (-1.256, -3.541, 1.286)  0.05
H (-0.236, -3.959, 2.681)  0.11
H (-1.112, -2.420, 2.688)  0.08